Formula: ClFH2NP
Source: the Open Molecules 2025 dataset
Level of theory: ωB97M-V/def2-TZVPD

The max |F| comes out at 4.40 eV/Å. As for the SMILES: NP(F)Cl. As for the molecular weight: 101.45 g mol⁻¹. The energy above the lowest of the compared OMol25 structures with the same formula, charge and spin is 1.036 eV. For the HOMO-LUMO gap, the calculation gives 10.75 eV.

Bonds (Å) are listed after each position.
Cartesian coordinates (Å):
1 N -0.509 0.786 0.689  P2 2.078, H5 1.007, H6 1.015
2 P -0.359 -0.471 -0.959  N1 2.078, F3 1.690, Cl4 1.982
3 F 0.511 -1.749 -0.277  P2 1.690
4 Cl 1.186 0.335 -1.903  P2 1.982
5 H -1.198 0.313 1.252  N1 1.007
6 H 0.369 0.786 1.198  N1 1.015